{
  "formula": "C39H25F5N6O7S4Ti",
  "method": "ωB97M-V/def2-TZVPD",
  "homo_energy_ev": -7.92,
  "total_energy_ev": -144167.6416,
  "e_above_lowest_kcal_mol": 12.4,
  "species": ["Ti", "S", "S", "S", "S", "F", "F", "F", "F", "F", "O", "O", "O", "O", "O", "O", "O", "N", "N", "N", "N", "N", "N", "C", "C", "C", "C", "C", "C", "C", "C", "C", "C", "C", "C", "C", "C", "C", "C", "C", "C", "C", "C", "C", "C", "C", "C", "C", "C", "C", "C", "C", "C", "C", "C", "C", "C", "C", "C", "C", "C", "C", "H", "H", "H", "H", "H", "H", "H", "H", "H", "H", "H", "H", "H", "H", "H", "H", "H", "H", "H", "H", "H", "H", "H", "H", "H"],
  "positions_angstrom": [[0.002, 0.701, -1.910], [0.637, 2.791, -3.231], [0.431, -4.250, -3.733], [1.821, 0.283, -5.184], [-0.641, -0.441, -6.635], [5.106, 4.850, -4.586], [6.510, 3.174, -2.977], [5.176, 1.306, -1.488], [2.430, 4.691, -4.728], [2.481, 1.152, -1.638], [0.885, -0.979, -2.091], [-0.745, 2.062, -0.804], [0.845, 2.105, 10.801], [-0.328, -4.239, -4.947], [1.429, -5.258, -3.541], [-3.728, -2.158, -4.936], [-1.734, -0.017, -1.911], [-1.813, -0.484, -4.116], [-0.554, 0.091, -4.027], [1.086, -2.740, -3.496], [0.660, 1.648, 5.282], [0.699, 0.333, 0.225], [-0.205, 2.304, 4.687], [0.106, 0.032, -5.136], [-1.114, 3.043, 2.672], [-5.957, -2.636, -2.147], [0.844, 1.957, 9.455], [0.569, -2.190, -2.452], [3.081, 3.854, -3.916], [1.824, 1.397, 11.540], [1.748, 1.170, 8.752], [-0.152, 2.664, 8.772], [3.133, 2.088, -2.366], [0.169, 1.199, 1.120], [-4.208, -1.170, -1.434], [-0.278, 2.138, 3.290], [-5.389, -2.728, -3.399], [-5.373, -1.850, -1.153], [2.370, 2.922, -3.165], [0.662, 1.798, 6.690], [0.404, 1.151, 2.505], [-1.134, -2.674, -0.529], [0.914, -0.558, -7.557], [1.811, -0.743, 2.024], [-3.613, -1.248, -2.697], [1.508, -0.611, 0.664], [-2.057, -3.599, -0.056], [4.508, 2.143, -2.281], [1.877, 0.465, -6.984], [1.647, 1.098, 7.369], [-0.437, -2.987, -1.685], [-4.217, -2.030, -3.697], [1.264, 0.120, 2.941], [-1.326, 3.088, 1.284], [-2.352, -0.551, -2.944], [-1.568, -5.120, -1.873], [-0.246, 2.589, 7.402], [5.182, 3.088, -3.035], [-0.654, -4.195, -2.324], [4.460, 3.942, -3.854], [-0.673, 2.167, 0.503], [-2.277, -4.799, -0.720], [-3.731, -0.557, -0.681], [-1.013, 3.134, 6.873], [2.834, 1.712, 11.265], [-1.619, 3.755, 3.311], [-3.014, -5.493, -0.335], [2.343, 0.494, 6.803], [0.693, -0.357, -8.604], [-2.627, -3.374, 0.837], [-0.840, 3.267, 9.350], [1.490, 0.022, 3.991], [-2.892, -1.654, -5.013], [-6.870, -3.179, -1.937], [-1.979, 3.826, 0.840], [1.924, -1.278, -0.078], [-1.730, -6.053, -2.397], [-0.985, -1.733, -0.023], [1.643, 1.637, 12.583], [1.727, 0.318, 11.394], [2.901, 0.277, -7.305], [1.593, 1.480, -7.259], [-5.828, -1.775, -0.175], [2.526, 0.618, 9.259], [-5.832, -3.334, -4.179], [1.308, -1.569, -7.456], [2.476, -1.535, 2.337]]
}